No. 1
The following is a quantum chemistry calculation of a structure of composition C44H39N4O3P2SSr, from the OMol25 dataset.

Results
maximum force: 0.21 eV Å⁻¹
HOMO level: -9.61 eV
total charge: +1
energy relative to the best compared isomer or geometry (same formula, charge and spin): 0.0000 eV

Geometry as XYZ:
```
94
Properties=species:S:1:pos:R:3:mulliken_charge:R:1
Sr -0.423 -0.819 -0.387 2.7311
O 5.982 -4.481 -0.881 -0.7186
C 5.329 -4.287 0.153 0.3224
O 5.630 -4.290 1.358 -0.7231
C 3.859 -3.870 -0.089 -0.9231
C 3.472 -3.362 -1.315 -0.5565
C 2.256 -2.709 -1.430 1.0353
N 1.385 -2.641 -0.410 -0.0570
C 1.710 -3.242 0.750 0.9863
C 2.943 -3.837 0.949 -0.6594
C 0.730 -3.164 1.878 -0.0755
C 0.878 -3.962 3.012 -0.8733
C -0.004 -3.815 4.066 -0.5669
C -1.024 -2.877 3.973 -1.1466
C -1.119 -2.145 2.807 -0.6067
N -0.270 -2.278 1.786 0.6804
C 1.897 -1.997 -2.696 -0.2398
C 2.663 -2.141 -3.851 -0.7327
C 2.317 -1.437 -4.989 -0.5243
C 1.214 -0.597 -4.961 -0.9351
C 0.505 -0.509 -3.780 -0.6392
N 0.830 -1.187 -2.676 0.5264
H 4.197 -3.431 -2.114 0.6057
H 3.280 -4.203 1.908 0.5232
H 1.669 -4.693 3.068 0.4902
H 0.107 -4.424 4.953 0.4421
H -1.727 -2.720 4.779 0.4738
H -1.899 -1.399 2.686 0.7461
H 3.516 -2.800 -3.866 0.4908
H 2.904 -1.546 -5.891 0.4565
H 0.908 -0.029 -5.828 0.4776
H -0.366 0.136 -3.707 0.5691
N 0.192 2.866 0.492 -0.3162
P 0.721 1.573 1.471 0.3234
C 1.235 2.377 3.007 0.2435
C 2.509 2.911 3.184 -0.2633
C 2.834 3.547 4.373 -0.7041
C 1.891 3.654 5.385 -0.5016
C 0.620 3.120 5.216 -0.6502
C 0.296 2.477 4.033 -0.3991
C 2.268 0.976 0.713 0.4794
C 2.736 1.414 -0.523 -0.6281
C 3.859 0.822 -1.093 -0.6981
C 4.526 -0.196 -0.429 -0.7737
C 4.070 -0.639 0.809 -0.7607
C 2.936 -0.070 1.364 -0.6213
P -0.777 2.371 -0.824 0.9788
C -0.478 3.671 -2.048 0.1733
C 0.411 3.416 -3.091 -0.2377
C 0.710 4.409 -4.012 -0.7679
C 0.116 5.658 -3.896 -0.5459
C -0.776 5.917 -2.864 -0.6354
C -1.075 4.927 -1.941 -0.5568
C -2.487 2.669 -0.264 0.3469
C -2.786 3.076 1.031 -0.3890
C -4.111 3.195 1.436 -0.7353
C -5.139 2.907 0.552 -0.5541
C -4.844 2.497 -0.744 -0.6436
C -3.526 2.371 -1.147 -0.6245
H 0.638 3.775 0.493 0.3419
H 3.252 2.819 2.401 0.3875
H 3.827 3.955 4.510 0.4266
H 2.149 4.148 6.313 0.3953
H -0.111 3.195 6.010 0.4064
H -0.690 2.039 3.908 0.3515
H 2.240 2.232 -1.033 0.6688
H 4.221 1.170 -2.053 0.4896
H 5.403 -0.654 -0.869 0.4532
H 4.596 -1.433 1.327 0.6059
H 2.575 -0.426 2.326 0.5857
H 0.872 2.438 -3.178 0.2773
H 1.402 4.209 -4.819 0.4446
H 0.346 6.432 -4.616 0.3950
H -1.240 6.890 -2.780 0.4192
H -1.781 5.126 -1.143 0.4097
H -1.981 3.318 1.715 0.5416
H -4.338 3.523 2.442 0.4568
H -6.169 3.006 0.867 0.4287
H -5.645 2.283 -1.440 0.4656
H -3.303 2.057 -2.163 0.4360
O -2.716 -1.574 -0.559 -0.9524
S -4.222 -1.762 -0.624 0.2540
C -4.506 -3.038 -1.879 -0.6541
C -5.419 -4.074 -1.238 -0.6533
C -4.869 -4.278 0.173 -0.5836
C -4.658 -2.879 0.748 -0.3431
H -3.512 -3.443 -2.079 0.2695
H -4.898 -2.571 -2.780 0.4205
H -5.426 -4.994 -1.821 0.3516
H -6.447 -3.706 -1.197 0.3035
H -3.920 -4.815 0.130 0.2751
H -5.549 -4.856 0.798 0.3846
H -3.835 -2.798 1.458 0.0108
H -5.561 -2.475 1.205 0.4116
```

---

No. 2
The following is a quantum chemistry calculation of the ion C4H6N2O4PS with charge -1, from the OMol25 dataset.

Results
maximum force: 4.95 eV Å⁻¹
HOMO level: -3.26 eV
total charge: -1
energy relative to the best compared isomer or geometry (same formula, charge and spin): 0.0000 eV

Geometry as XYZ:
```
18
Properties=species:S:1:pos:R:3:mulliken_charge:R:1
C -0.571 0.790 -1.311 -0.7599
C -1.748 0.655 -0.618 0.4808
C -0.103 -0.654 0.321 0.5391
C -2.281 -0.354 1.740 -0.9166
N 0.365 -0.022 -0.740 -0.0876
N -1.379 -0.169 0.584 0.0951
O -2.807 1.246 -0.560 -0.7692
O 0.610 -1.501 1.145 -0.4294
O 2.914 0.944 -0.091 -0.5042
O 2.645 0.538 -2.516 -0.6421
P 2.428 -0.121 -1.192 0.8005
S 3.151 -1.874 -0.638 -0.5096
H -0.366 1.060 -2.325 0.3534
H -2.827 0.590 1.674 0.3357
H -2.984 -1.091 1.615 0.3195
H -1.643 -0.349 2.689 0.2968
H 3.097 1.853 -0.483 0.3459
H 1.499 -1.543 0.705 0.0518
```

---

No. 3
The following is a quantum chemistry calculation of a structure of composition C31H48BeCl2N3O4Si, from the OMol25 dataset.

Results
maximum force: 4.41 eV Å⁻¹
HOMO level: -2.82 eV
total charge: -1

Geometry as XYZ:
```
90
Properties=species:S:1:pos:R:3:mulliken_charge:R:1
C 0.994 -5.139 -1.364 -1.7623
C -0.033 -4.132 -1.762 0.5854
H 0.511 -6.112 -1.191 0.4866
H 1.602 -4.811 -0.501 0.2258
H 1.675 -5.291 -2.219 0.3215
C -1.165 -4.444 -2.415 0.4197
C -1.433 -5.817 -2.926 -1.5259
H -1.904 -3.694 -2.705 0.2242
H -1.512 -6.561 -2.116 0.2944
H -0.624 -6.166 -3.591 0.2791
H -2.360 -5.764 -3.511 0.3860
Be 2.549 -1.559 0.160 -0.1965
Cl 3.301 -0.378 -1.694 -0.4215
C -1.217 1.917 -1.304 0.4406
O -2.310 1.516 -0.888 -0.8794
N -1.078 2.827 -2.297 0.4769
C -2.288 3.349 -2.912 -1.1176
C 0.186 3.068 -2.994 -1.0775
H -0.265 1.522 -0.891 -0.0313
H -3.046 3.488 -2.135 0.2889
H -2.684 2.649 -3.665 0.2739
H -2.041 4.304 -3.389 0.3909
H 0.957 2.378 -2.628 0.1692
H 0.512 4.103 -2.815 0.3964
H 0.055 2.918 -4.073 0.5024
H 0.000 5.161 3.401 0.3000
H 2.372 4.458 2.812 0.3537
C -0.237 4.118 3.683 -1.1546
C 2.100 3.438 3.128 -0.8939
N 0.657 3.222 2.940 0.7131
H -1.274 3.881 3.408 0.3085
C 0.159 2.183 2.235 -0.4123
O -1.074 1.862 2.198 -0.7453
H 2.675 2.739 2.510 0.1713
H 0.918 1.556 1.679 0.3521
H -0.096 3.959 4.771 0.2854
H 2.398 3.303 4.183 0.3259
H -2.249 -3.453 0.192 0.0138
H -4.208 -1.140 0.240 0.3978
C -2.466 -2.959 1.143 -0.7780
C -3.475 -0.633 0.876 -0.8199
N -2.294 -1.489 1.071 0.9015
H -1.857 -3.401 1.942 0.1931
C -1.082 -0.937 1.071 -0.2294
O -0.139 -1.282 1.904 -0.0804
H -3.255 0.293 0.332 0.2251
H -0.968 0.001 0.538 -0.4355
H -3.528 -3.158 1.298 0.4503
H -4.087 -0.407 1.765 0.2971
O -0.230 -2.449 -0.077 -0.5103
C 0.293 -2.676 -1.333 -0.1123
C -1.516 -1.267 -2.492 0.5772
C -0.175 -1.646 -2.416 0.3893
H -2.253 -1.722 -1.810 0.2655
C -1.963 -0.404 -3.505 -1.0877
H 1.443 -2.654 -1.473 -0.0710
C 0.717 -1.142 -3.375 -0.5634
H -3.025 -0.151 -3.584 0.2835
C -1.062 0.124 -4.439 -0.6620
C 0.298 -0.207 -4.327 -0.8264
H 1.735 -1.554 -3.431 0.4027
H -1.407 0.742 -5.271 0.4526
H 1.032 0.232 -5.009 0.3855
Si -0.153 -1.677 3.502 0.8374
Cl 3.731 -2.747 0.536 -0.4328
C -1.732 -1.948 4.427 -1.1207
C 1.046 -0.368 4.170 -0.6437
C 0.856 -3.208 3.799 -1.2626
H -2.403 -1.084 4.346 0.3122
H -1.544 -2.155 5.502 0.3991
H -2.292 -2.819 4.055 0.3636
H 0.371 -4.158 3.590 0.3454
H 1.155 -3.367 4.846 0.4010
H 1.833 -3.271 3.290 0.2817
H 0.965 0.538 3.560 -0.0120
H 2.094 -0.694 4.065 0.3050
H 0.861 -0.154 5.242 0.3636
C 2.173 0.055 -0.386 0.3772
C 1.707 1.224 -0.070 0.1441
C 2.177 2.582 -0.307 1.1411
C 3.547 2.824 -0.574 -0.4541
C 4.027 4.105 -0.802 -0.6876
C 3.118 5.177 -0.660 -0.6277
C 1.769 4.998 -0.282 -1.2736
C 1.305 3.694 -0.159 0.4798
H 4.220 1.968 -0.617 0.4160
H 5.096 4.220 -1.087 0.3356
H 3.490 6.188 -0.835 0.3362
H 1.075 5.847 -0.144 0.3656
H 0.247 3.522 0.040 0.4976
```

---

No. 4
The following is a quantum chemistry calculation of the molecule C6H10OS, from the OMol25 dataset.

Results
maximum force: 0.99 eV Å⁻¹
SMILES string: OC[C@@H]1C[C@@H]2S[C@@H]2C1
HOMO level: -9.05 eV
total charge: 0
energy relative to the best compared isomer or geometry (same formula, charge and spin): 0.6511 eV

Geometry as XYZ:
```
18
Properties=species:S:1:pos:R:3:mulliken_charge:R:1
O -1.148 -1.832 0.644 -0.4884
C 0.160 -1.778 1.159 -0.7501
C 0.876 -0.432 1.022 0.1210
C -0.064 0.783 1.294 -0.9072
C -0.196 1.525 -0.024 -0.1949
S -0.951 0.650 -1.433 -0.2629
C 0.777 0.980 -1.012 -0.1725
C 1.546 -0.154 -0.354 -0.8669
H -1.155 -1.428 -0.248 0.2711
H 0.081 -2.043 2.235 0.3520
H 0.790 -2.585 0.703 0.3136
H 1.684 -0.465 1.793 0.3361
H 0.397 1.425 2.020 0.3705
H -1.012 0.462 1.677 0.3129
H -0.430 2.583 -0.024 0.4782
H 1.293 1.669 -1.700 0.4365
H 1.578 -1.069 -1.002 0.2861
H 2.575 0.157 -0.189 0.3647
```

---

No. 5
The following is a quantum chemistry calculation of the molecule C4H8FNO, from the OMol25 dataset.

Results
maximum force: 4.93 eV Å⁻¹
SMILES string: C[C@H](C=O)N(C)F
HOMO level: -9.84 eV
total charge: 0
energy relative to the best compared isomer or geometry (same formula, charge and spin): 3.4190 eV

Geometry as XYZ:
```
15
Properties=species:S:1:pos:R:3:mulliken_charge:R:1
C 0.742 1.108 0.737 -1.0197
C -0.238 0.540 -0.285 0.4359
C -1.583 1.138 -0.245 -0.3331
O -1.827 2.298 -0.427 -0.4586
N -0.562 -1.072 0.019 -0.1952
C 0.598 -1.873 -0.477 -0.7041
F -0.433 -1.206 1.410 -0.2289
H 0.991 2.173 0.435 0.3619
H 0.535 1.244 1.845 0.2953
H 1.709 0.525 0.562 0.2865
H 0.206 0.659 -1.250 0.3312
H -2.537 0.487 -0.314 0.3600
H 0.567 -2.799 -0.067 0.3165
H 0.397 -2.000 -1.563 0.2820
H 1.435 -1.222 -0.379 0.2704
```

---

Frontier orbital gap values (in hartree) by entry order: 0.255; 0.237; 0.200; 0.362; 0.387.